[1]
Computed, not measured: a structure of composition C25H36Br29NO3 at a distorted geometry, with wB97M-V/def2-TZVPD.

Properties
**LUMO**: -0.31 eV
**HOMO**: -9.617 eV
**2S+1**: 1
**Total charge**: 0

The geometry in XYZ format:
```
94
Properties=species:S:1:pos:R:3:mulliken_charge:R:1
C 1.2730 2.4065 -0.8882 -1.412
C -0.1254 2.0088 -0.3653 1.431
C -1.1295 1.8529 -1.5103 -1.759
C -2.4922 1.1872 -1.2312 1.513
C -3.2425 1.1083 -2.5711 -2.256
N -3.3018 2.0089 -0.2960 0.971
C -3.8328 1.2377 0.7213 -0.882
O -4.8131 1.5483 1.3721 -0.738
C -3.0063 -0.0260 0.8927 -0.122
C -2.0275 0.0351 2.0829 -0.993
Br -1.7357 1.9251 2.5577 -0.066
C -2.4185 -0.6604 3.4050 0.176
C -1.1953 -0.8829 4.3090 -1.092
Br -3.2690 -2.3937 3.0738 -0.188
C -2.3336 -0.2022 -0.4958 0.747
C -2.8364 -1.4540 -1.2384 -1.497
C -1.8096 -1.9895 -2.2674 -0.539
C -1.2853 -3.4101 -1.9420 -0.646
C 0.2290 -3.4304 -1.8099 -0.783
O 0.6083 -2.5927 -0.6835 -0.241
C 1.3398 -3.1997 0.2846 0.063
O 2.5223 -3.0402 0.4264 -0.570
H 1.2078 2.8235 -1.9054 0.339
H 1.7400 3.1727 -0.2614 0.314
H 1.9432 1.5411 -0.9413 0.343
H -0.4893 2.7748 0.3326 -0.590
H -0.0271 1.0681 0.1939 -0.221
H -1.3252 2.8565 -1.9217 0.577
H -0.6582 1.2582 -2.3132 0.320
H -4.2977 0.8433 -2.4366 0.544
H -3.1852 2.0847 -3.0738 0.453
H -2.7767 0.3778 -3.2445 0.305
H -4.0425 2.5561 -0.7205 -0.203
H -3.7213 -0.8404 1.0305 1.230
H -1.0374 -0.3186 1.7765 0.429
H -3.1635 -0.0534 3.9270 0.463
H -1.4617 -0.7491 5.3632 0.272
H -0.4148 -0.1466 4.0760 0.294
H -0.7844 -1.8897 4.1799 0.384
H -1.2667 -0.3985 -0.3239 0.015
H -3.0277 -2.2335 -0.4870 0.632
H -3.7989 -1.2695 -1.7317 0.386
H -2.2380 -1.9827 -3.2766 0.621
H -0.9484 -1.3041 -2.2699 0.123
H -1.7034 -3.7563 -0.9886 0.265
H -1.5633 -4.1181 -2.7333 0.349
H 0.6186 -4.4465 -1.6722 0.488
H 0.7170 -2.9988 -2.6918 0.286
H 0.7370 -3.8236 0.9718 0.460
C 0.4742 6.9841 -4.6685 -0.295
Br -1.3178 6.8340 -5.3552 -0.057
Br 0.4922 6.9042 -2.7498 -0.060
Br 1.6349 5.6600 -5.4411 -0.018
H 0.8508 7.9542 -4.9602 0.341
C -4.8885 5.9197 -2.5317 -0.484
Br -5.3982 4.7047 -1.1296 -0.034
Br -2.9937 6.2607 -2.4885 0.171
Br -5.4538 5.2850 -4.2550 -0.039
H -5.3940 6.8575 -2.3471 0.445
C 4.4112 -3.1656 3.1427 0.510
Br 4.1441 -1.4462 3.9589 -0.023
Br 6.1763 -3.3070 2.3900 0.004
Br 4.0535 -4.6021 4.3699 -0.007
H 3.7100 -3.2500 2.3222 -0.380
C 8.4109 -6.2378 1.5970 0.120
Br 8.2722 -7.0337 3.3375 -0.003
Br 10.0586 -5.2729 1.3761 -0.017
Br 8.1492 -7.5286 0.1961 0.065
H 7.6071 -5.5193 1.5097 -0.190
C -0.4110 3.0938 6.4016 -0.050
Br -0.4097 4.7692 7.3432 -0.032
Br 1.2142 2.8496 5.4020 -0.014
Br -0.7406 1.6206 7.5922 -0.042
H -1.2240 3.1227 5.6881 0.107
C 4.5061 -8.6057 -1.0421 -0.087
Br 3.5700 -9.9055 0.0148 -0.021
Br 4.0946 -8.7961 -2.9136 -0.019
Br 4.1578 -6.8165 -0.4348 0.074
H 5.5652 -8.7895 -0.9169 0.048
C -0.6973 5.6019 2.1749 -0.050
Br -2.0894 5.2263 0.9072 0.290
Br 0.8642 6.2639 1.2693 -0.064
Br -1.2748 6.8123 3.5523 -0.064
H -0.4383 4.6664 2.6539 -0.018
C 7.8801 -7.6107 -3.8535 -0.038
Br 9.2141 -6.3154 -3.3858 0.013
Br 7.3896 -7.5161 -5.7076 -0.034
Br 8.4235 -9.3850 -3.3445 -0.014
H 6.9936 -7.3795 -3.2803 0.068
C -5.7287 7.3852 0.2173 1.559
Br -7.5631 7.8672 -0.1058 -0.043
Br -4.5301 8.8386 -0.1669 -0.033
Br -5.4660 6.6983 1.9880 -0.039
H -5.4852 6.5847 -0.4699 -1.539
```


[2]
Computed, not measured: a structure of composition C25H36Cl4F2NO25S2Y at a distorted geometry, with wB97M-V/def2-TZVPD.

Properties
**LUMO**: -12.26 eV
**HOMO**: -13.355 eV
**2S+1**: 1
**Total charge**: +2

The geometry in XYZ format:
```
96
Properties=species:S:1:pos:R:3:mulliken_charge:R:1
Y -25.8236 2.9705 18.3509 1.709
N -24.0385 2.3291 14.4921 -0.101
S -22.6872 2.1669 13.8013 1.002
O -22.0410 3.3574 13.2314 -0.425
O -22.3150 0.8144 13.3846 -0.431
F -21.9216 2.0906 15.2102 -0.311
S -24.7177 2.2365 12.9208 1.100
O -25.0144 0.9702 12.3591 -0.456
O -24.5009 3.3665 12.0742 -0.452
F -26.1810 2.5669 13.5240 -0.308
C -14.7704 2.2518 14.7204 -0.237
C -14.3235 3.6827 14.3272 -0.232
O -14.9211 3.8499 13.0393 -0.343
C -15.4838 2.6883 12.6015 0.713
O -16.0269 2.5393 11.5147 -0.553
O -15.3920 1.7847 13.5577 -0.320
H -15.4790 2.3194 15.5459 0.248
H -13.9104 1.6514 15.0168 0.269
H -13.2468 3.8399 14.2629 0.257
H -14.7539 4.4001 15.0259 0.223
C -33.4090 1.3453 12.4228 -0.256
C -33.7990 -0.0864 12.4626 -0.235
O -35.0543 -0.1083 11.7258 -0.314
C -35.3512 1.1332 11.3585 0.702
O -36.3021 1.5702 10.6984 -0.522
O -34.4250 1.9985 11.7508 -0.314
H -32.4039 1.4718 12.0204 0.266
H -33.4272 1.6861 13.4580 0.232
H -34.0313 -0.2900 13.5079 0.238
H -33.0174 -0.7442 12.0825 0.280
C -28.5019 -5.5083 15.3624 -0.190
C -27.0476 -5.7312 15.3568 -0.347
O -26.4959 -4.6544 16.0817 -0.318
C -27.3478 -3.6609 16.1496 0.725
O -27.1957 -2.5436 16.6319 -0.611
O -28.5077 -4.1181 15.6113 -0.338
H -28.9781 -6.1050 16.1404 0.259
H -28.8279 -5.7605 14.3533 0.278
H -26.6241 -5.9285 14.3721 0.268
H -26.8001 -6.6200 15.9372 0.272
C -27.4604 11.2687 15.1738 -0.311
C -26.9916 10.8562 13.7995 -0.224
O -26.5690 9.4926 14.0795 -0.328
C -26.6977 9.1746 15.3537 0.715
O -26.5001 8.0714 15.7540 -0.596
O -27.2876 10.1604 15.9671 -0.333
H -28.4861 11.6278 15.0905 0.260
H -26.8204 12.0164 15.6423 0.288
H -26.0814 11.4023 13.5516 0.238
H -27.7565 10.6620 13.0476 0.286
C -20.7143 0.3478 6.3936 -0.229
C -21.2163 -0.3508 7.6411 -0.302
O -22.4806 0.2191 7.8112 -0.318
C -22.8975 0.7755 6.6630 0.718
O -23.9891 1.2512 6.5161 -0.488
O -21.9166 0.8284 5.7961 -0.313
H -20.3357 -0.4329 5.7339 0.255
H -19.9961 1.1502 6.5623 0.288
H -20.6204 -0.2710 8.5503 0.274
H -21.4735 -1.4008 7.5020 0.253
C -21.1696 8.1300 8.3080 -0.197
C -21.4617 8.8607 9.6662 -0.247
O -21.5058 10.2087 9.3243 -0.324
C -21.6330 10.3701 7.9870 0.699
O -22.0306 11.3941 7.3612 -0.507
O -21.3393 9.1794 7.3923 -0.315
H -21.9262 7.3497 8.2256 0.229
H -20.2443 7.5549 8.2726 0.291
H -20.6509 8.7047 10.3778 0.259
H -22.3464 8.5095 10.1972 0.231
C -18.3041 7.2824 21.5389 -0.349
C -17.7500 7.2784 20.1257 -0.248
O -18.7917 6.6033 19.4036 -0.307
C -19.9749 6.5567 20.1167 0.664
O -20.9970 6.0313 19.7310 -0.562
O -19.7202 7.0469 21.3738 -0.331
H -18.0145 8.2176 22.0181 0.317
H -17.9396 6.4363 22.1214 0.257
H -16.8468 6.6832 20.2604 0.262
H -17.4958 8.2778 19.7727 0.295
Cl -27.6959 7.7519 6.5846 -0.096
C -28.3629 7.9492 8.1996 -0.288
C -29.4134 9.1176 8.0425 -0.540
Cl -28.6856 10.6865 7.6116 -0.088
H -27.5922 8.1479 8.9443 0.280
H -28.8638 7.0090 8.4304 0.277
H -30.0798 9.3127 8.8827 0.347
H -30.1194 8.9402 7.2312 0.344
Cl -20.0172 -5.1425 17.9421 -0.171
C -19.8814 -3.9289 16.5502 -0.403
C -18.4851 -3.4474 16.4970 -0.420
Cl -17.8671 -2.6030 17.9665 -0.152
H -20.5868 -3.1485 16.8359 0.273
H -20.1911 -4.4038 15.6193 0.315
H -18.4085 -2.7588 15.6556 0.301
H -17.7596 -4.2125 16.2205 0.342
```


[3]
Computed, not measured: a structure of composition C25H36ClF3IInO6P at a distorted geometry, with wB97M-V/def2-TZVPD.

Properties
**LUMO**: -14.40 eV
**HOMO**: -16.987 eV
**2S+1**: 1
**Total charge**: +3

The geometry in XYZ format:
```
74
Properties=species:S:1:pos:R:3:mulliken_charge:R:1
C 0.8225 0.5591 6.3920 -1.230
C 0.8971 1.4694 5.1774 -0.180
O 1.6482 0.7669 4.1421 -0.317
P 1.5308 1.3303 2.6734 0.739
O 1.1634 2.7479 2.5866 -0.820
C 0.2607 0.2898 1.9304 0.426
C 0.3681 -1.1926 2.3044 -0.843
C -0.6866 -2.0647 1.6058 -1.479
C -0.5555 -2.2684 0.0991 1.412
C 0.8546 -2.0215 -0.4030 -0.069
C 1.3121 -0.9436 -1.1800 0.821
C 2.6418 -0.9172 -1.5842 -1.441
C 3.5475 -1.9392 -1.2282 -0.551
C 3.1167 -2.9973 -0.4213 -1.005
C 1.7889 -3.0345 -0.0194 -0.437
O -0.7571 -3.6712 -0.2450 -0.438
C -0.8028 -3.6962 -1.6134 0.462
O -0.3214 -4.5300 -2.2580 -0.394
C -1.5691 -2.4312 -2.0701 -0.175
I -3.5615 -3.3084 -2.5205 0.553
C -1.1287 -1.6991 -3.3235 -0.929
C -0.5047 -2.5800 -4.4111 -0.827
C 0.0467 -1.6841 -5.5028 0.733
F 1.2697 -1.2497 -5.1534 -0.244
F 0.1499 -2.3386 -6.6464 -0.241
F -0.7212 -0.6046 -5.6942 -0.267
C -1.7201 -1.6368 -0.7379 0.986
Cl -3.2124 -2.4126 0.0126 0.045
C -1.8823 -0.1287 -0.7399 -1.035
C -3.2658 0.4023 -1.1549 -1.224
C -3.2353 1.9148 -1.4383 -0.981
C -3.0592 2.7111 -0.1421 -0.425
O -3.6726 3.9926 -0.2260 -0.446
C -2.8354 5.0044 -0.7078 -0.484
O 2.9193 0.9199 2.0506 -0.385
C 3.3571 1.6291 0.8683 0.509
C 4.7772 2.1337 1.0599 -1.392
H 0.6049 1.1761 7.2562 0.409
H 1.7376 -0.0017 6.5206 0.300
H -0.0148 -0.1198 6.2669 0.292
H 1.4094 2.3910 5.4118 0.390
H -0.1138 1.6687 4.8400 0.274
H -0.6678 0.6607 2.3622 0.493
H 0.2193 0.4430 0.8561 -0.314
H 0.1406 -1.2543 3.3633 0.631
H 1.3786 -1.5765 2.2072 0.380
H -1.6607 -1.6313 1.8485 0.518
H -0.6708 -3.0527 2.0586 0.414
H 0.6553 -0.1433 -1.4592 0.184
H 2.9930 -0.1073 -2.2038 0.696
H 4.5611 -1.8774 -1.5856 0.548
H 3.8131 -3.7630 -0.1270 0.578
H 1.4604 -3.8517 0.6001 0.577
H -2.0065 -1.2342 -3.7579 0.612
H -0.4536 -0.8824 -3.0955 0.423
H 0.3170 -3.1889 -4.0644 0.453
H -1.2722 -3.1899 -4.8817 0.342
H -1.1309 0.3430 -1.3611 0.613
H -1.7395 0.1776 0.2917 0.473
H -3.6187 -0.1203 -2.0404 0.467
H -3.9686 0.2608 -0.3432 0.525
H -2.4654 2.1567 -2.1634 0.411
H -4.2263 2.1665 -1.7994 0.418
H -2.0089 2.7979 0.1491 0.347
H -3.5668 2.2075 0.6759 0.363
H -3.4521 5.8620 -0.9636 0.410
H -2.2734 4.6880 -1.5850 0.317
H -2.0820 5.2806 0.0802 -0.044
H 3.3662 0.9009 0.0536 -0.377
H 2.6692 2.4195 0.5882 0.441
H 4.8148 3.1919 1.2769 0.332
H 5.3473 1.9311 0.1602 0.381
H 5.2393 1.5478 1.8452 0.333
In -2.3145 7.2027 1.2376 0.962
```


Question: LUMO of number 1 (C25H36Br29NO3)?
Answer: -0.31 eV


Question: Which of these has the highest LUMO?
Answer: C25H36Br29NO3


Question: Look up the total charge of the second one.
Answer: +2